No. 1
C21H33N5O3 | ωB97M-V with the def2-TZVPD basis set

Properties
SMILES string = COC[C@@H]1CN(C(=O)[C@H]2CCC23CCC3)CCN1C(=O)Cc1nncn1C(C)C
HOMO level = -9.085 eV
net charge = 0
Kohn-Sham gap = 9.753 eV
LUMO = 0.025 hartree
energy above the lowest of the compared OMol25 structures with the same formula, charge and spin = 0.9 kcal per mole

Each line ends with the natural charge from an NBO analysis.
Positions of all 62 atoms, in Å:
C 1.971 1.863 1.188  -0.244
O 1.261 1.356 0.078  -0.558
C -0.116 1.266 0.352  -0.079
C -0.878 0.921 -0.928  -0.072
C -2.267 0.387 -0.580  -0.225
N -2.164 -0.931 0.021  -0.450
C -2.540 -1.116 1.324  0.700
O -3.078 -0.222 1.956  -0.637
C -2.242 -2.470 1.930  -0.316
C -0.771 -2.904 2.161  -0.393
C -1.262 -3.670 3.404  -0.391
C -2.505 -2.764 3.431  0.005
C -2.545 -1.602 4.452  -0.404
C -4.074 -1.783 4.546  -0.396
C -3.906 -3.181 3.905  -0.407
C -1.483 -1.895 -0.823  -0.220
C -0.082 -1.401 -1.158  -0.239
N -0.166 -0.067 -1.735  -0.439
C 0.521 0.200 -2.875  0.708
O 1.189 -0.648 -3.449  -0.647
C 0.464 1.620 -3.444  -0.545
C 1.188 2.641 -2.633  0.352
N 0.614 3.601 -1.959  -0.315
N 1.599 4.294 -1.307  -0.291
C 2.731 3.733 -1.625  0.144
N 2.536 2.679 -2.461  -0.361
C 3.535 1.816 -3.102  -0.051
C 4.698 1.552 -2.160  -0.613
C 3.992 2.432 -4.418  -0.609
H 3.028 1.869 0.927  0.187
H 1.655 2.886 1.420  0.185
H 1.824 1.233 2.073  0.166
H -0.293 0.511 1.131  0.169
H -0.502 2.222 0.727  0.195
H -0.990 1.832 -1.506  0.247
H -2.767 1.044 0.126  0.255
H -2.869 0.323 -1.492  0.199
H -2.758 -3.240 1.345  0.219
H -0.262 -3.464 1.379  0.202
H -0.159 -2.044 2.439  0.206
H -1.523 -4.701 3.154  0.201
H -0.630 -3.664 4.291  0.206
H -2.051 -1.925 5.373  0.194
H -2.168 -0.628 4.154  0.226
H -4.527 -1.737 5.535  0.198
H -4.583 -1.093 3.876  0.222
H -4.619 -3.483 3.137  0.201
H -3.843 -3.969 4.659  0.203
H -1.438 -2.865 -0.339  0.223
H -2.053 -2.008 -1.752  0.198
H 0.530 -1.371 -0.251  0.198
H 0.404 -2.048 -1.884  0.252
H 0.887 1.541 -4.444  0.249
H -0.566 1.963 -3.541  0.254
H 3.699 4.051 -1.279  0.206
H 3.032 0.870 -3.304  0.239
H 5.369 0.825 -2.616  0.224
H 5.274 2.459 -1.968  0.203
H 4.347 1.147 -1.211  0.222
H 4.694 1.765 -4.920  0.219
H 3.149 2.603 -5.088  0.216
H 4.488 3.388 -4.240  0.209


No. 2
C14H52F6NO10P | ωB97M-V with the def2-TZVPD basis set

Properties
HOMO level = -9.644 eV
net charge = 0
Kohn-Sham gap = 9.885 eV
LUMO = 0.009 hartree

Each line ends with the Löwdin charge.
Positions of all 84 atoms, in Å:
N -1.796 -2.651 1.951  0.267
H -1.575 -3.109 2.833  0.141
H -1.452 -3.287 1.189  0.082
H -1.280 -1.756 1.895  0.063
H -2.804 -2.535 1.878  0.141
P -1.099 -0.146 -0.522  0.226
F -0.356 0.796 0.564  -0.152
F -0.347 -1.445 0.098  -0.143
F -2.283 -0.271 0.586  -0.128
F -1.823 -1.085 -1.607  -0.118
F -1.816 1.126 -1.171  -0.118
F 0.172 -0.029 -1.550  -0.144
C -1.431 1.601 4.114  -0.141
O -1.207 0.352 4.784  -0.133
H -1.070 2.414 4.763  0.094
H -0.911 1.720 3.166  0.051
H -2.482 1.870 3.963  0.091
H -1.323 0.477 5.728  0.080
C -4.842 0.431 -2.465  -0.169
O -4.615 0.432 -1.078  -0.130
H -4.501 -0.522 -2.884  0.074
H -5.908 0.534 -2.647  0.076
H -4.325 1.262 -2.956  0.076
H -3.670 0.368 -0.907  0.005
C 3.301 -5.260 1.814  -0.062
C 3.237 -4.195 0.742  -0.443
C 3.400 -4.795 -0.651  -0.054
O 1.900 -3.615 0.805  -0.091
H 2.395 -5.859 1.838  0.083
H 3.433 -4.806 2.804  0.079
H 4.205 -5.873 1.752  0.082
H 3.982 -3.412 0.888  0.140
H 3.126 -4.069 -1.412  0.076
H 2.831 -5.721 -0.736  0.083
H 4.449 -5.080 -0.787  0.080
H 1.979 -2.658 0.908  0.079
C -1.511 5.020 2.435  -0.042
C -1.361 3.833 1.516  -0.448
C 0.049 3.398 1.249  -0.071
O -2.045 2.729 2.144  -0.143
H -1.005 4.840 3.385  0.080
H -2.564 5.259 2.573  0.083
H -1.048 5.905 1.991  0.085
H -1.906 4.060 0.592  0.133
H 0.074 2.605 0.505  0.052
H 0.500 3.107 2.204  0.080
H 0.730 4.173 0.881  0.103
H -2.151 1.997 1.527  0.072
C 2.820 1.408 2.833  -0.043
C 2.594 1.402 1.344  -0.481
C 3.719 2.032 0.539  -0.041
O 2.319 0.042 0.905  -0.076
H 1.905 1.417 3.428  0.066
H 3.332 2.332 3.117  0.086
H 3.440 0.564 3.139  0.090
H 1.679 1.971 1.133  0.071
H 4.706 1.683 0.839  0.083
H 3.661 3.123 0.590  0.084
H 3.560 1.858 -0.531  0.081
H 2.176 0.132 -0.046  0.072
C 0.745 0.114 -5.128  -0.044
C -0.384 1.140 -4.986  -0.455
C -1.764 0.525 -5.247  -0.050
O -0.384 1.723 -3.689  -0.076
H 0.830 -0.514 -4.237  0.063
H 1.684 0.667 -5.203  0.081
H 0.604 -0.514 -6.006  0.077
H -0.258 1.900 -5.758  0.136
H -2.469 1.323 -5.477  0.078
H -2.125 -0.053 -4.391  0.067
H -1.773 -0.198 -6.070  0.075
H -0.231 1.046 -3.020  0.045
O -0.626 -4.335 0.043  -0.079
H 0.166 -4.216 0.605  0.022
H -0.315 -4.108 -0.850  0.024
O 0.250 -1.051 2.787  -0.065
H 0.092 -0.507 3.574  0.024
H 0.530 -0.419 2.102  0.012
O -1.030 3.672 -1.918  -0.070
H -1.597 3.014 -1.504  -0.005
H -0.853 3.295 -2.797  0.009
O -0.103 -3.138 -2.656  -0.044
H -0.593 -2.308 -2.704  0.011
H 0.438 -3.153 -3.452  0.047